The following is a quantum chemistry calculation of the ion C31H26NO2S with charge +1, from the Open Molecules 2025 dataset.

XYZ file:
```
61
C31H26NO2S, DFT the ωB97M-V functional and the def2-TZVPD basis
C 0.930 -0.329 2.107
N 0.788 1.002 1.498
C 1.751 2.025 1.832
C 1.239 3.307 1.555
C 2.100 4.411 1.562
C 3.449 4.254 1.971
C 3.945 2.979 2.271
C 3.102 1.866 2.210
S -0.393 3.203 0.948
C -0.403 1.500 1.098
C -1.633 0.634 1.349
C -2.862 1.637 1.641
C -2.758 2.757 2.478
C -3.842 3.637 2.668
C -5.060 3.446 2.002
C -5.181 2.312 1.200
C -4.109 1.391 1.054
H 0.221 -0.503 2.942
H 0.822 -1.158 1.366
H 1.945 -0.289 2.527
H 1.734 5.375 1.173
H 4.132 5.121 2.018
H 5.003 2.867 2.511
H 3.521 0.881 2.409
H -1.605 -0.060 2.243
H -1.829 3.063 2.987
H -3.725 4.536 3.289
H -5.851 4.189 2.069
H -6.098 2.158 0.622
H -4.296 0.540 0.399
C 5.027 -2.603 -5.481
O 4.128 -1.449 -5.297
C 3.158 -1.571 -4.318
C 2.452 -0.368 -4.106
C 1.458 -0.295 -3.153
C 1.133 -1.421 -2.330
C 0.158 -1.409 -1.214
O -0.102 -2.668 -0.713
C -1.162 -2.856 0.187
C -1.917 -1.795 0.694
C -3.186 -2.173 1.210
C -3.512 -3.521 1.412
C -2.649 -4.546 1.014
C -1.497 -4.201 0.327
C -1.631 -0.310 0.280
C -0.463 -0.292 -0.736
C 1.770 -2.642 -2.643
C 2.782 -2.743 -3.597
H 5.788 -2.211 -6.152
H 5.451 -2.897 -4.512
H 4.467 -3.425 -5.946
H 2.744 0.435 -4.768
H 0.877 0.618 -3.053
H -3.973 -1.427 1.418
H -4.453 -3.779 1.907
H -2.864 -5.584 1.260
H -0.840 -4.990 -0.063
H -2.518 0.038 -0.313
H -0.381 0.626 -1.301
H 1.482 -3.580 -2.182
H 3.237 -3.712 -3.832
```

Properties
Charge ... +1
DFT total energy ... -1800.0144 hartree